# 1
{"formula": "C39H27GeN4O2S5Tl", "method": "ωB97M-V with the def2-TZVPD basis set", "mol_weight_g_mol": 1021.0, "total_charge": -1, "multiplicity": 2, "orbital_gap_ev": [6.35, 5.28], "e_homo_ha": [-0.17024, -0.17052], "elements": ["Tl", "O", "C", "N", "C", "C", "C", "C", "C", "C", "N", "C", "O", "C", "C", "C", "C", "C", "N", "C", "C", "C", "C", "C", "N", "H", "H", "H", "H", "H", "H", "H", "H", "H", "H", "H", "H", "S", "C", "S", "C", "C", "S", "S", "S", "C", "C", "C", "C", "C", "C", "Ge", "C", "C", "C", "C", "C", "C", "C", "C", "C", "C", "C", "C", "H", "H", "H", "H", "H", "H", "H", "H", "H", "H", "H", "H", "H", "H", "H"], "coordinates": [[-0.1318, 0.2521, 1.2308], [0.2941, -1.6073, 5.2643], [0.0119, -1.2303, 4.1250], [0.4048, -0.1259, 3.4932], [1.2220, 0.8462, 4.0396], [2.1149, 0.6157, 5.0903], [2.8391, 1.6572, 5.6394], [2.7309, 2.9361, 5.1108], [1.9033, 3.1768, 4.0300], [1.1204, 2.1514, 3.4898], [0.2410, 2.3164, 2.4333], [-0.3303, 3.4793, 2.1259], [-0.1809, 4.5836, 2.6603], [-1.3334, 3.3857, 0.9983], [-1.6985, 4.5608, 0.3471], [-2.6304, 4.5082, -0.6717], [-3.2097, 3.2838, -0.9754], [-2.8219, 2.1724, -0.2474], [-1.8911, 2.2137, 0.7015], [-0.9566, -2.0548, 3.3173], [-1.0480, -3.4183, 3.5711], [-1.9493, -4.1768, 2.8491], [-2.7656, -3.5387, 1.9268], [-2.6077, -2.1776, 1.7378], [-1.7083, -1.4516, 2.3982], [2.2080, -0.3830, 5.4858], [3.4915, 1.4720, 6.4839], [3.3046, 3.7500, 5.5367], [1.8190, 4.1668, 3.6118], [-1.2151, 5.4774, 0.6488], [-2.9032, 5.4029, -1.2161], [-3.9479, 3.1924, -1.7587], [-3.2721, 1.2023, -0.4251], [-0.3830, -3.8520, 4.3027], [-2.0074, -5.2479, 2.9897], [-3.4902, -4.0882, 1.3422], [-3.2002, -1.6474, 1.0002], [5.3980, -5.6627, 0.9820], [4.2409, -4.5182, 0.7967], [2.6074, -4.8781, 0.3628], [1.9509, -3.2482, 0.4835], [2.8670, -2.2491, 0.8114], [2.6766, -0.5693, 1.0002], [4.5187, -2.8247, 1.0268], [0.3089, -3.1220, 0.2150], [2.6652, -3.5065, -3.5917], [3.2526, -2.4949, -2.8477], [2.4680, -1.4909, -2.3000], [1.0873, -1.4997, -2.4737], [0.5076, -2.5084, -3.2381], [1.2948, -3.4985, -3.8044], [-0.0487, -0.1188, -1.5970], [-1.9013, -0.4589, -2.2465], [-2.5818, 0.4649, -3.0343], [-3.9117, 0.2601, -3.3737], [-4.5803, -0.8709, -2.9281], [-3.8994, -1.8213, -2.1804], [-2.5714, -1.6122, -1.8421], [0.6226, 1.5978, -2.3485], [0.8028, 2.7376, -1.5760], [1.2922, 3.9044, -2.1447], [1.6222, 3.9293, -3.4910], [1.4672, 2.7888, -4.2658], [0.9704, 1.6271, -3.6963], [3.2732, -4.3009, -4.0037], [4.3234, -2.4884, -2.6898], [2.9293, -0.7042, -1.7166], [-0.5647, -2.5238, -3.3896], [0.8357, -4.2685, -4.4109], [-2.0622, 1.3573, -3.3634], [-4.4355, 0.9924, -3.9758], [-5.6306, -1.0109, -3.1496], [-4.4032, -2.7215, -1.8507], [-2.0474, -2.3490, -1.2473], [0.5780, 2.7010, -0.5161], [1.4252, 4.7884, -1.5349], [2.0155, 4.8341, -3.9352], [1.7469, 2.8070, -5.3111], [0.8672, 0.7269, -4.2916]], "atomic_forces_ev_per_a": [[0.3, 0.2, 0.1], [0.0, -0.3, 0.0], [0.2, 0.6, 0.0], [-0.5, -0.4, -1.1], [0.3, 0.5, 0.3], [-0.1, -0.1, -0.1], [0.1, 0.2, 0.0], [0.2, -0.1, 0.1], [-0.2, 0.0, -0.1], [0.4, -0.1, 0.5], [-0.4, -0.4, -1.0], [0.2, -0.4, 0.3], [0.0, 0.1, -0.2], [-0.3, 0.3, 0.0], [0.1, 0.0, -0.1], [0.1, -0.1, 0.1], [-0.1, 0.1, 0.0], [-0.1, 0.0, -0.1], [0.0, 0.0, 0.1], [-0.1, -0.3, 0.0], [-0.1, -0.1, 0.0], [0.0, 0.1, 0.0], [-0.1, 0.1, 0.0], [-0.1, -0.1, -0.2], [0.0, 0.0, -0.2], [-0.1, 0.0, 0.0], [0.0, 0.0, 0.0], [0.0, 0.0, 0.0], [0.0, 0.0, 0.0], [0.0, 0.0, 0.1], [0.0, 0.0, 0.0], [-0.1, -0.1, 0.0], [0.0, 0.0, -0.1], [0.0, 0.0, 0.1], [0.0, 0.0, 0.0], [0.0, 0.0, 0.0], [0.0, 0.0, 0.0], [0.2, -0.1, -0.1], [-0.1, 0.0, 0.0], [0.3, 0.3, 0.1], [-0.6, -0.4, -0.1], [0.6, 0.8, 0.2], [0.2, -0.6, 0.0], [-0.2, -0.1, 0.0], [0.0, 0.1, 0.2], [0.0, 0.0, 0.0], [0.1, 0.0, 0.0], [0.0, 0.1, -0.1], [-0.3, 0.3, 0.6], [0.0, 0.1, 0.0], [0.0, -0.1, -0.1], [-0.1, 0.2, 0.3], [0.4, 0.1, 0.3], [0.2, 0.0, 0.0], [-0.1, 0.1, 0.0], [0.0, 0.0, 0.0], [0.0, 0.0, 0.0], [0.0, 0.0, 0.0], [-0.2, -0.5, 0.3], [0.0, -0.1, 0.1], [0.0, 0.1, 0.0], [0.0, 0.0, 0.0], [0.0, 0.0, -0.1], [0.0, 0.0, 0.0], [0.0, 0.0, 0.0], [0.0, 0.0, 0.0], [0.0, 0.0, 0.0], [0.0, 0.0, 0.0], [0.0, -0.1, 0.0], [-0.1, 0.1, 0.0], [0.0, 0.0, 0.0], [0.0, 0.0, -0.1], [0.0, 0.0, 0.0], [0.0, -0.1, 0.1], [0.0, 0.1, 0.0], [0.0, 0.0, 0.0], [0.0, 0.0, 0.0], [0.0, 0.0, 0.0], [0.0, 0.0, -0.1]]}

---

# 2
{"formula": "C39H28BrF4FeN5OP", "method": "ωB97M-V with the def2-TZVPD basis set", "mol_weight_g_mol": 825.4, "total_charge": 1, "multiplicity": 5, "orbital_gap_ev": [5.64, 7.07], "e_homo_ha": [-0.32302, -0.39460], "elements": ["Fe", "C", "C", "C", "C", "N", "C", "N", "C", "N", "C", "N", "C", "C", "C", "C", "C", "N", "C", "C", "C", "C", "C", "C", "H", "H", "H", "H", "H", "H", "H", "H", "H", "H", "H", "H", "F", "C", "C", "F", "C", "F", "C", "P", "C", "C", "C", "C", "C", "C", "C", "C", "C", "C", "C", "C", "C", "Br", "C", "F", "H", "H", "H", "H", "H", "H", "H", "H", "H", "H", "C", "C", "C", "O", "H", "H", "H", "H", "H", "H"], "coordinates": [[-0.1625, -0.3336, 1.3386], [-2.2230, -0.7265, 5.0258], [-3.5528, -0.8646, 4.6260], [-3.8251, -1.1632, 3.3136], [-2.7759, -1.3121, 2.3856], [-1.4947, -1.0939, 2.7741], [-1.2443, -0.8444, 4.0686], [-3.1153, -1.7910, 1.1514], [-2.2147, -2.1172, 0.2777], [-0.9110, -1.7103, 0.2649], [-0.2170, -2.4934, -0.6258], [1.0768, -2.5467, -0.7449], [1.9712, -2.1032, 0.1405], [3.3572, -1.8794, -0.4136], [4.3865, -1.8063, 0.6591], [4.0294, -1.7196, 1.9537], [2.6495, -1.7006, 2.3078], [1.6683, -1.8595, 1.4311], [-1.1572, -3.3111, -1.3759], [-0.9828, -4.2410, -2.3870], [-2.1040, -4.9336, -2.8199], [-3.3575, -4.7119, -2.2499], [-3.5310, -3.7787, -1.2365], [-2.4178, -3.0781, -0.8108], [-1.9553, -0.5280, 6.0537], [-4.3529, -0.7636, 5.3473], [-4.8324, -1.3263, 2.9587], [-0.1989, -0.7436, 4.3412], [3.5750, -2.6965, -1.1060], [5.4295, -1.8024, 0.3648], [4.7716, -1.6563, 2.7382], [2.3540, -1.5661, 3.3420], [-0.0058, -4.4092, -2.8210], [-2.0063, -5.6664, -3.6101], [-4.2048, -5.2885, -2.5964], [-4.4986, -3.6044, -0.7848], [4.1152, 5.1769, 1.7484], [3.4334, 4.1700, 1.2418], [3.5333, 3.8590, -0.1035], [4.3215, 4.5717, -0.8888], [2.8039, 2.8037, -0.6293], [2.9822, 2.5461, -1.9242], [1.9469, 2.0300, 0.1468], [0.8721, 0.6438, -0.5041], [1.9956, -0.0948, -1.7197], [1.5325, -0.3872, -2.9825], [2.3858, -0.8675, -3.9739], [3.7732, -0.9962, -3.7141], [4.2666, -0.7736, -2.4769], [3.3762, -0.5212, -1.3038], [-0.3430, 1.4971, -1.5846], [0.0151, 2.4253, -2.5648], [-0.9493, 2.9814, -3.3885], [-2.2818, 2.6137, -3.2614], [-2.6452, 1.6755, -2.3094], [-1.6811, 1.1145, -1.4836], [1.9180, 2.3373, 1.5037], [0.9347, 1.2416, 2.7175], [2.6201, 3.3939, 2.0496], [2.5309, 3.6687, 3.3472], [0.4949, -0.1928, -3.2238], [1.9966, -1.0764, -4.9606], [4.4420, -1.2545, -4.5249], [5.3282, -0.8515, -2.2736], [3.8249, 0.2295, -0.6435], [1.0444, 2.7123, -2.7130], [-0.6552, 3.6993, -4.1428], [-3.0278, 3.0436, -3.9170], [-3.6785, 1.3669, -2.2118], [-1.9743, 0.3615, -0.7717], [-1.7254, 3.7084, 1.5990], [-2.4235, 2.3819, 1.6772], [-3.8700, 2.3713, 2.0700], [-1.8310, 1.3426, 1.4522], [-2.3565, 4.4537, 1.1171], [-0.7857, 3.6123, 1.0562], [-1.5148, 4.0602, 2.6130], [-4.3988, 3.2411, 1.6847], [-3.9319, 2.4003, 3.1616], [-4.3420, 1.4520, 1.7279]], "atomic_forces_ev_per_a": [[-0.5, -1.1, -0.2], [0.1, 0.0, 0.1], [0.0, 0.0, -0.1], [0.1, 0.0, 0.0], [0.3, 0.0, 0.4], [0.2, 0.6, -0.3], [-0.1, 0.0, 0.2], [-0.2, -0.2, -0.5], [-0.1, 0.4, 0.6], [-0.2, -0.4, -0.1], [0.9, 0.3, 0.2], [-0.7, -0.6, -0.5], [0.4, 0.3, 0.6], [-0.2, 0.3, -0.2], [0.1, 0.0, 0.0], [0.1, 0.0, 0.0], [0.2, 0.1, 0.2], [-0.3, 0.1, -0.6], [-0.6, -0.2, -0.1], [0.1, 0.2, 0.1], [-0.1, 0.0, -0.1], [0.0, 0.0, 0.0], [-0.1, 0.1, 0.1], [0.3, -0.3, -0.5], [0.0, 0.0, 0.0], [0.0, 0.0, 0.0], [0.0, 0.0, 0.0], [0.0, 0.0, 0.0], [-0.1, 0.0, 0.0], [0.0, 0.0, 0.0], [0.0, 0.0, 0.0], [0.0, 0.0, 0.0], [0.0, 0.0, 0.0], [0.0, 0.0, 0.0], [0.0, 0.0, 0.0], [0.0, 0.0, 0.0], [0.1, 0.1, 0.0], [-0.1, -0.1, -0.1], [0.0, 0.0, 0.0], [0.1, 0.1, 0.0], [-0.1, -0.1, 0.1], [0.1, 0.0, -0.1], [-0.1, -0.2, 0.0], [0.3, 0.9, -0.6], [-0.2, -0.3, 0.0], [0.0, 0.2, 0.3], [0.0, -0.1, -0.1], [0.2, 0.0, 0.0], [0.0, 0.0, 0.0], [0.0, -0.3, 0.2], [-0.1, -0.2, 0.1], [0.0, 0.1, 0.1], [0.0, 0.0, 0.0], [0.0, 0.0, 0.0], [-0.1, 0.0, 0.0], [0.1, 0.0, 0.0], [-0.1, -0.2, -0.1], [0.4, 0.8, 0.7], [-0.1, -0.1, 0.1], [0.1, 0.0, 0.0], [0.0, 0.0, -0.1], [0.0, 0.0, 0.0], [0.0, 0.0, 0.0], [0.0, 0.0, -0.1], [0.0, 0.1, 0.0], [0.0, 0.0, 0.0], [0.0, 0.0, 0.0], [0.0, 0.0, 0.0], [0.0, 0.0, 0.0], [-0.1, 0.0, 0.1], [0.1, 0.0, 0.0], [0.0, 0.1, -0.1], [-0.1, -0.1, 0.0], [-0.1, 0.0, -0.1], [0.0, 0.0, 0.0], [0.0, 0.0, 0.0], [0.0, 0.0, 0.0], [0.0, 0.0, 0.0], [0.0, 0.0, 0.0], [0.0, 0.0, 0.0]]}